Entry 1:
13
Properties=species:S:1:pos:R:3:mulliken_charge:R:1 method="wB97M-V/def2-TZVPD" smiles=SCCCS orbital_gap_ha=0.362 de_lowest_ev=0.5795 molar_mass_g_mol=108.23
C 0.110 -1.010 0.790 -0.734
C -0.521 0.141 0.023 -0.228
C 0.101 0.330 -1.384 -0.804
H -0.208 -0.432 3.220 0.114
H -0.091 -1.929 0.230 0.281
H 1.215 -0.916 0.842 0.368
H -1.633 0.051 -0.152 0.253
H -0.394 1.076 0.610 0.345
H -0.406 -0.362 -2.098 0.378
H 1.147 0.033 -1.357 0.333
H 1.206 2.307 -1.140 0.124
S -0.675 -1.385 2.395 -0.219
S 0.150 2.096 -1.979 -0.211


Entry 2:
21
Properties=species:S:1:pos:R:3:mulliken_charge:R:1 method="wB97M-V/def2-TZVPD" orbital_gap_ha=0.243 charge=+2 de_lowest_ev=0.0000 molar_mass_g_mol=482.68
Ag -2.988 -4.180 -2.773 0.865
Ag -3.090 -0.706 -1.182 0.774
Ag -0.591 -1.882 -4.776 0.873
F -1.849 -2.108 -2.706 -0.636
C 1.255 -1.080 -1.100 -0.595
O 1.084 -0.965 0.295 -0.306
P 0.096 0.174 0.923 0.831
O -1.243 0.226 0.235 -0.402
O 0.138 -0.132 2.527 -0.287
C -0.512 0.657 3.519 -0.637
O 0.977 1.527 0.817 -0.270
C 1.204 2.214 -0.364 -0.662
H 0.624 -1.918 -1.396 0.260
H 2.277 -1.304 -1.405 0.312
H 0.850 -0.281 -1.721 0.174
H 0.118 1.367 4.055 0.291
H -0.983 -0.103 4.143 0.263
H -1.253 1.347 3.114 0.328
H 0.923 3.266 -0.416 0.291
H 0.694 1.819 -1.243 0.218
H 2.268 2.063 -0.544 0.317


Entry 3:
15
Properties=species:S:1:pos:R:3:mulliken_charge:R:1 method="wB97M-V/def2-TZVPD" orbital_gap_ha=0.315 de_lowest_ev=4.5973 molar_mass_g_mol=87.91
B -2.965 0.121 0.495 0.412
C 2.127 0.591 -0.288 -1.160
C 0.751 0.004 -0.513 -0.013
C 0.202 -0.866 0.657 -0.410
O -2.783 0.876 -0.491 -0.254
O -1.059 -1.283 0.413 -0.704
H -3.852 -0.276 1.295 0.051
H 2.618 1.178 -1.090 0.344
H 2.036 1.266 0.593 0.298
H 2.867 -0.300 -0.291 0.250
H 0.683 -0.738 -1.358 0.293
H 0.009 0.817 -0.773 -0.046
H 0.757 -1.801 0.567 0.225
H 0.508 -0.430 1.618 0.318
H -1.897 0.839 -0.832 0.395


Entry 4:
14
Properties=species:S:1:pos:R:3:mulliken_charge:R:1 method="wB97M-V/def2-TZVPD" orbital_gap_ha="0.259 / 0.267" charge=+1 de_lowest_ev=0.5221 molar_mass_g_mol=139.02 s2=2.0056 multiplicity=3
C 0.672 -1.761 0.175 -1.134
C 0.409 -0.380 -0.505 -0.364
C -0.448 0.398 0.422 -0.738
N -0.363 1.931 0.022 -0.284
Br -2.418 -0.154 -0.082 0.178
H 1.261 -1.705 1.129 0.323
H 1.237 -2.458 -0.512 0.340
H -0.286 -2.159 0.305 0.330
H 0.037 -0.571 -1.546 0.389
H 1.324 0.296 -0.725 0.302
H -0.574 0.087 1.475 0.551
H -0.730 1.837 -0.952 0.421
H 0.701 2.155 0.093 0.376
H -0.821 2.485 0.701 0.310